Density functional theory data (the ωB97M-V functional and the def2-TZVPD basis) for a molecular structure, C19H14Cl2I2N3STi.

The geometry in XYZ format:
```
42
Properties=species:S:1:pos:R:3:forces:R:3
Ti 2.195 2.170 -0.227 -0.749 -0.421 1.345
I 2.059 4.281 1.811 -0.070 -0.213 -0.630
C 1.138 5.531 0.306 0.082 -0.202 -0.088
I 1.401 4.726 -1.679 0.207 -0.164 0.475
H 1.619 6.503 0.346 0.090 -0.040 -0.021
H 0.075 5.591 0.506 0.004 -0.079 0.047
Cl 4.367 2.534 -0.965 0.853 0.379 -0.647
C 5.342 1.164 -0.440 0.416 -0.654 0.251
C 6.686 1.161 -0.712 -0.053 0.344 -0.151
C 7.428 0.052 -0.304 -0.042 -0.054 0.037
C 6.825 -1.010 0.344 0.009 -0.049 0.007
C 5.463 -0.981 0.626 -0.082 0.276 -0.108
Cl 4.717 -2.277 1.450 0.061 -0.069 0.033
C 4.694 0.130 0.235 -0.031 -0.129 0.240
S 2.984 0.166 0.587 -0.145 1.330 -0.713
H 7.162 1.985 -1.227 -0.017 -0.029 -0.021
H 8.489 0.030 -0.509 -0.005 -0.024 -0.005
H 7.407 -1.873 0.640 -0.015 0.008 0.028
N -3.732 -1.316 1.091 -0.328 -0.254 -0.008
C -4.747 -2.110 0.672 0.243 0.023 -0.182
C -5.775 -2.761 1.340 -0.297 -0.211 0.161
C -6.622 -3.516 0.559 0.226 0.227 0.378
C -6.480 -3.630 -0.855 0.188 0.068 -0.445
C -5.473 -3.004 -1.525 -0.278 -0.142 -0.076
C -4.569 -2.230 -0.756 0.258 0.255 0.213
N -3.499 -1.540 -1.139 -0.332 -0.273 -0.313
C -2.988 -0.988 -0.028 0.583 0.503 0.221
C -1.844 -0.183 -0.065 -0.531 -0.357 0.099
C -1.255 0.420 1.085 0.294 0.197 -0.015
C -0.137 1.172 0.952 -0.489 -0.188 0.457
N 0.451 1.430 -0.268 -0.067 -0.082 -0.002
C -0.117 0.853 -1.383 -0.335 -0.285 -0.428
C -1.207 0.057 -1.319 0.251 0.204 -0.184
H -3.577 -1.050 2.049 0.064 0.047 0.028
H -5.901 -2.698 2.412 -0.030 0.017 -0.017
H -7.433 -4.050 1.038 -0.014 0.000 -0.004
H -7.195 -4.232 -1.398 -0.005 -0.001 0.006
H -5.356 -3.065 -2.598 0.003 -0.060 0.012
H -1.678 0.288 2.070 0.068 -0.008 0.035
H 0.348 1.590 1.827 -0.044 0.065 -0.014
H 0.353 1.070 -2.336 0.038 -0.010 0.004
H -1.620 -0.393 -2.211 0.023 0.055 -0.006
```
Positions in Å, forces in eV/Å.

Computed properties:
Gap between HOMO and LUMO (alpha / beta)   4.34 / 4.34 eV
Energy above the lowest of the compared OMol25 structures with the same formula, charge and spin   0.3729 eV
Charge   +3

***

Density functional theory data (the ωB97M-V functional and the def2-TZVPD basis) for 4 unconnected molecules or ions with the total composition C25H64BN4O7.

The geometry in XYZ format:
```
101
Properties=species:S:1:pos:R:3:forces:R:3
C 1.705 0.657 1.613 0.363 0.162 0.245
C 1.775 2.184 1.558 -0.187 -0.262 -0.646
C 3.021 2.671 0.794 -0.048 -0.488 0.460
C 4.126 3.213 1.704 0.114 0.606 -0.497
C 5.422 3.253 0.878 -0.422 0.155 0.178
B 3.818 4.709 2.347 -0.091 -0.240 0.291
N 2.718 4.578 3.468 -0.089 0.161 0.019
C 3.408 5.812 1.209 0.347 0.032 0.219
C 3.077 7.197 1.756 -0.166 -0.028 -0.238
O 1.853 7.731 1.198 -0.250 -0.380 0.093
H 2.707 0.270 1.802 0.096 -0.147 0.096
H 1.060 0.282 2.405 -0.178 -0.031 0.002
H 1.378 0.233 0.666 -0.083 -0.075 -0.155
H 0.890 2.527 1.018 -0.242 0.169 0.157
H 1.752 2.614 2.552 0.041 0.172 0.098
H 3.419 1.808 0.245 0.006 -0.093 -0.211
H 2.747 3.396 0.029 0.029 0.247 -0.024
H 4.235 2.507 2.531 0.122 -0.146 0.190
H 6.156 3.911 1.339 0.242 -0.105 0.133
H 5.841 2.261 0.701 0.148 -0.091 -0.066
H 5.182 3.698 -0.088 0.098 -0.002 -0.235
H 4.887 5.095 2.868 0.102 0.069 -0.010
H 3.196 4.394 4.345 -0.134 -0.076 0.009
H 2.221 5.448 3.638 0.060 0.003 -0.027
H 4.253 5.924 0.528 0.066 -0.098 -0.232
H 2.577 5.492 0.571 -0.252 -0.086 0.019
H 3.853 7.916 1.503 0.061 0.145 -0.012
H 2.988 7.191 2.844 -0.026 -0.016 0.111
H 1.250 6.967 1.191 0.276 0.559 0.031
C -3.468 -2.028 -1.753 -0.059 -0.011 0.093
O -3.730 -3.007 -0.766 0.074 0.072 -0.102
C -3.153 -4.280 -1.018 -0.096 -0.164 0.096
C -2.009 -4.579 -0.071 0.140 0.214 0.011
N -0.852 -3.733 -0.339 -0.098 -0.006 0.109
C 0.194 -3.782 0.682 0.033 0.024 -0.198
C -0.146 -3.370 2.111 0.105 -0.047 0.081
O -0.408 -1.994 2.275 -0.098 -0.060 0.022
C -1.718 -1.570 1.960 0.118 0.131 0.041
H -4.126 -1.183 -1.555 -0.003 -0.013 0.035
H -2.434 -1.671 -1.721 0.025 -0.027 -0.070
H -3.682 -2.410 -2.756 0.029 0.000 -0.025
H -2.828 -4.362 -2.060 0.068 0.052 -0.004
H -3.938 -5.024 -0.853 0.001 -0.002 -0.030
H -1.718 -5.628 -0.196 -0.008 -0.008 0.007
H -2.386 -4.453 0.952 -0.084 -0.104 0.008
H -1.159 -2.775 -0.440 0.000 0.019 -0.002
H 1.003 -3.131 0.342 0.030 -0.021 0.021
H 0.598 -4.801 0.707 -0.026 -0.020 0.041
H 0.741 -3.571 2.717 0.000 0.008 0.002
H -0.960 -3.968 2.541 -0.074 0.016 -0.091
H -2.463 -2.334 2.203 -0.013 -0.042 -0.044
H -1.811 -1.292 0.906 -0.090 -0.062 -0.024
H -1.925 -0.680 2.553 0.034 -0.009 0.013
C -0.148 -8.138 -0.406 -0.083 -0.015 -0.088
O -0.479 -7.674 -1.700 0.094 -0.044 0.141
C 0.336 -6.603 -2.174 -0.108 0.133 -0.189
C 1.269 -7.058 -3.276 0.065 -0.193 0.106
N 2.308 -7.949 -2.773 -0.123 -0.079 -0.086
C 3.109 -8.608 -3.800 0.027 0.062 0.177
C 2.413 -9.520 -4.806 0.121 0.006 -0.141
O 1.909 -10.725 -4.262 -0.075 0.013 0.044
C 0.640 -10.632 -3.644 0.081 -0.143 0.004
H -0.957 -8.789 -0.076 -0.011 0.001 -0.031
H 0.783 -8.715 -0.396 0.043 0.054 0.052
H -0.057 -7.309 0.302 0.045 -0.006 0.024
H 0.888 -6.138 -1.353 0.044 -0.059 0.021
H -0.339 -5.848 -2.583 0.012 0.033 0.053
H 1.745 -6.176 -3.716 0.009 0.002 -0.022
H 0.652 -7.530 -4.052 -0.043 0.087 -0.054
H 1.884 -8.655 -2.185 -0.012 0.003 0.006
H 3.864 -9.207 -3.284 0.030 0.008 -0.031
H 3.647 -7.835 -4.358 -0.022 0.008 -0.040
H 3.166 -9.823 -5.538 -0.005 -0.010 0.001
H 1.626 -9.000 -5.366 -0.056 0.032 0.090
H -0.001 -9.900 -4.141 0.000 0.058 0.022
H 0.724 -10.377 -2.584 -0.075 0.091 -0.001
H 0.168 -11.612 -3.713 0.026 -0.002 -0.025
C -0.973 5.438 1.636 -0.002 0.074 0.097
O -1.266 6.826 1.627 -0.112 -0.161 -0.092
C -1.158 7.454 0.355 0.041 0.181 0.006
C -2.516 7.851 -0.187 -0.087 -0.199 0.064
N -3.321 6.689 -0.546 -0.090 0.090 0.131
C -4.722 6.973 -0.837 0.150 -0.131 -0.036
C -5.589 7.595 0.255 -0.143 0.075 -0.100
O -5.868 6.741 1.346 0.057 0.001 0.055
C -4.859 6.671 2.339 -0.124 -0.102 0.019
H -0.872 5.133 2.676 0.039 0.023 -0.001
H -1.771 4.843 1.175 0.039 -0.011 -0.078
H -0.030 5.220 1.125 -0.001 -0.068 -0.006
H -0.626 6.809 -0.350 -0.061 -0.050 -0.037
H -0.559 8.357 0.492 0.043 -0.025 0.001
H -2.374 8.470 -1.078 -0.011 0.016 -0.006
H -2.999 8.473 0.579 0.035 0.096 -0.016
H -3.272 6.008 0.200 0.056 -0.012 0.003
H -5.191 6.028 -1.125 -0.031 0.021 -0.026
H -4.761 7.626 -1.715 -0.011 0.048 0.016
H -6.560 7.820 -0.195 -0.003 -0.006 0.009
H -5.184 8.549 0.615 0.101 -0.041 0.027
H -4.340 7.625 2.457 0.054 0.007 -0.038
H -4.129 5.889 2.121 0.097 0.070 0.008
H -5.344 6.420 3.283 -0.033 0.012 -0.022
```
Positions in Å, forces in eV/Å.

Computed properties:
Gap between HOMO and LUMO   5.67 eV
Charge   -1

***

Density functional theory data (the ωB97M-V functional and the def2-TZVPD basis) for 2 unconnected molecules or ions with the total composition CH6NO.

The geometry in XYZ format:
```
9
Properties=species:S:1:pos:R:3:forces:R:3
C -0.041 -1.379 -1.064 -1.601 0.123 1.110
N -0.188 -0.169 -0.657 1.855 -0.652 -1.310
H -0.184 -2.117 -0.272 0.899 -0.276 -0.386
H -0.023 -1.651 -2.115 -0.085 0.119 0.055
H -0.165 0.548 -1.383 -0.002 0.313 0.451
H 0.168 0.094 0.282 -0.851 0.387 -0.343
H -0.332 0.965 1.824 0.144 0.060 0.226
H 0.334 2.272 1.934 0.528 0.159 -0.310
O 0.430 1.437 1.452 -0.886 -0.232 0.509
```
Positions in Å, forces in eV/Å.

Computed properties:
Gap between HOMO and LUMO   10.64 eV
Energy above the lowest of the compared OMol25 structures with the same formula, charge and spin   0.8320 eV
Charge   +1

***

Density functional theory data (the ωB97M-V functional and the def2-TZVPD basis) for a single C8H12BrCl3O2 molecule.

The geometry in XYZ format:
```
26
Properties=species:S:1:pos:R:3:forces:R:3
O -0.720 -1.037 -1.692 0.567 0.307 1.726
Cl 3.669 -2.842 -1.827 -0.212 0.406 0.860
Cl 4.070 -0.985 0.447 0.763 -0.275 1.099
Cl 3.078 -0.013 -1.956 -0.746 -0.743 0.208
Br 0.792 2.379 -0.371 -0.617 -0.495 -0.030
O 0.805 -0.670 0.013 -0.655 0.120 -1.539
C -0.255 -0.325 -0.818 1.471 -0.691 -1.976
C 1.450 -2.754 0.960 -0.426 2.382 -0.582
C -1.568 1.218 1.542 -0.723 -1.893 2.136
C -2.527 2.732 -0.270 1.137 -1.170 1.517
C 3.035 -1.451 -0.830 -0.785 0.199 -1.154
C -0.698 1.121 -0.793 -0.377 0.307 0.850
C 1.596 -1.851 -0.324 -1.533 -0.626 0.689
C -1.961 1.325 0.104 2.601 2.661 -0.599
H 1.906 -3.628 0.679 0.209 -2.892 -0.474
H 1.960 -2.505 1.859 0.908 1.157 0.483
H 0.397 -2.728 1.300 0.404 -0.681 -0.912
H -0.901 1.988 1.927 -0.046 -0.022 -0.277
H -1.189 0.202 1.883 0.308 1.026 -1.030
H -2.461 1.173 2.175 -0.222 0.782 -0.085
H -2.824 2.744 -1.293 -0.189 0.295 -0.762
H -3.347 2.886 0.384 -1.154 0.359 0.369
H -1.788 3.489 0.001 -0.044 0.022 -0.453
H -0.988 1.417 -1.795 0.273 -0.391 -0.191
H 1.142 -2.506 -1.131 0.233 1.437 0.625
H -2.672 0.620 -0.173 -1.143 -1.580 -0.499
```
Positions in Å, forces in eV/Å.

Computed properties:
Gap between HOMO and LUMO   10.61 eV
SMILES string   CC(C)[C@@H](Br)C(=O)O[C@H](C)C(Cl)(Cl)Cl

***

Density functional theory data (the ωB97M-V functional and the def2-TZVPD basis) for a molecular structure, C4H14N2O2.

The geometry in XYZ format:
```
22
Properties=species:S:1:pos:R:3:forces:R:3
C -1.115 0.583 -2.239 -0.444 -0.575 -1.559
C 0.119 1.353 -1.827 -0.172 0.490 -0.568
C 1.046 0.390 -1.113 -1.439 0.080 -2.908
N 0.352 -0.088 0.004 -0.028 0.384 2.948
C 1.267 -0.595 0.904 -1.921 0.542 0.838
N 1.245 -0.274 2.200 2.012 -2.853 -1.929
H -1.769 0.184 -1.454 0.244 0.573 0.018
H -0.694 -0.299 -2.719 -0.371 -0.390 -0.244
H -1.756 1.046 -3.023 0.458 0.062 0.728
H 0.730 1.698 -2.665 -0.550 0.118 -0.385
H -0.189 2.261 -1.282 0.611 -0.398 0.365
H 1.968 0.861 -0.993 1.665 0.843 1.054
H 1.234 -0.489 -1.741 0.072 0.255 -0.448
H -0.310 0.576 0.459 0.842 -0.086 -0.073
H 1.712 -1.502 0.459 1.053 0.428 0.130
H 0.571 -1.102 1.936 -0.384 -1.072 2.115
H 0.273 0.475 2.693 -1.318 1.974 -0.389
H -0.785 1.763 3.286 0.286 -0.995 -0.902
O -0.609 1.114 2.563 -0.628 0.843 1.123
H -1.971 -2.418 0.209 -0.478 -0.188 0.683
H -0.979 -1.417 -0.469 -1.473 -2.655 -0.448
O -1.530 -2.301 -0.623 1.963 2.620 -0.151
```
Positions in Å, forces in eV/Å.

Computed properties:
Gap between HOMO and LUMO   9.23 eV
Energy above the lowest of the compared OMol25 structures with the same formula, charge and spin   4.7546 eV

***

Density functional theory data (the ωB97M-V functional and the def2-TZVPD basis) for a molecular structure, C24H43FFeP2.

The geometry in XYZ format:
```
71
Properties=species:S:1:pos:R:3:forces:R:3
Fe -0.322 1.121 1.105 3.241 -0.678 1.562
C 0.386 0.218 3.571 -0.502 0.143 -0.166
C 1.517 0.716 2.890 -0.459 1.511 -0.148
C -0.219 2.326 2.733 1.347 -2.248 0.063
C -0.704 1.109 3.426 1.014 0.728 -0.452
C 1.187 2.016 2.357 -0.711 -0.406 0.794
C 0.420 -0.957 4.499 0.007 -0.199 -0.092
H 1.276 -1.620 4.335 -0.075 0.202 -0.101
H -0.472 -1.569 4.431 -0.214 -0.024 0.055
H 0.495 -0.606 5.533 -0.034 0.023 -0.027
C -2.044 0.867 4.018 -0.114 -0.018 0.232
H -2.342 -0.172 3.870 -0.035 0.311 0.084
H -2.779 1.510 3.548 -0.325 0.162 0.085
H -2.038 1.056 5.098 -0.089 0.117 -0.116
C -1.062 3.456 2.241 -0.051 0.208 -0.074
H -1.144 4.252 2.983 -0.107 0.149 -0.111
H -2.074 3.107 1.994 0.039 0.179 0.172
H -0.631 3.873 1.321 -0.041 0.215 0.176
C 2.193 2.920 1.728 0.068 0.347 -0.163
H 2.554 3.639 2.476 0.091 0.000 -0.316
H 1.742 3.475 0.892 0.278 0.084 0.188
H 3.061 2.361 1.334 -0.447 0.240 0.186
C 2.894 0.164 3.070 -0.142 -0.020 -0.051
H 3.283 0.544 4.018 0.120 -0.008 0.038
H 3.586 0.461 2.294 0.128 0.111 -0.258
H 2.912 -0.922 3.137 -0.077 -0.040 -0.062
C -0.687 -2.279 1.297 1.568 0.847 -0.693
C 0.448 -2.925 1.407 0.519 -0.127 1.387
C 1.631 -2.633 0.519 0.280 1.017 -1.036
C 1.576 -1.465 -0.582 0.819 -2.636 -1.462
C 1.301 -0.041 -0.606 -2.146 3.333 1.196
C -0.057 0.617 -1.164 1.885 0.208 3.069
C -1.263 -0.040 -0.388 -0.973 -0.471 -1.212
C -1.283 -1.547 0.152 -1.598 -0.187 -0.573
H 1.936 -3.498 -0.123 -0.439 0.326 0.769
H 0.976 -1.943 -1.391 0.875 0.307 0.656
H 2.489 -2.435 1.156 0.083 -0.036 0.328
H -1.095 -2.206 -0.719 -0.274 0.476 0.772
H -1.646 -2.163 2.505 -1.543 0.234 1.689
H 0.701 -3.547 2.307 -0.561 0.438 -0.935
H -2.358 -1.650 0.400 0.084 0.005 -0.540
H -1.695 0.617 0.460 -1.114 -0.839 -0.791
H 0.042 1.742 -0.780 -0.008 -0.829 0.383
H -2.141 -0.005 -1.071 0.254 -0.104 0.481
H 2.623 -1.496 -0.937 -0.239 -0.462 -0.061
H 2.202 0.623 -0.605 -1.110 -0.384 -0.242
P -0.635 -1.769 -2.746 -0.139 -0.989 -0.008
P -0.239 1.401 -2.809 1.000 -0.221 -0.630
C -0.323 -0.954 -4.304 -0.353 -0.255 -0.545
C -0.802 0.475 -4.210 -0.360 -0.349 -0.800
H -0.931 -1.517 -5.010 0.198 0.210 -0.680
H 0.730 -1.048 -4.577 -0.061 0.119 0.024
H -0.419 1.032 -5.054 -0.212 0.316 -0.428
H -1.889 0.531 -4.237 -0.121 -0.032 -0.062
C -1.166 2.940 -3.022 -0.326 0.574 0.459
H -0.759 3.810 -2.452 -0.299 -0.780 -0.331
H -2.242 2.801 -2.794 0.612 0.111 -0.071
H -1.069 3.156 -4.102 -0.080 0.006 0.484
C 1.455 1.809 -3.296 -0.380 0.265 0.211
H 1.339 2.052 -4.353 0.392 0.160 0.018
H 2.092 0.932 -3.171 0.007 0.155 0.062
H 1.844 2.681 -2.748 -0.016 -0.408 -0.135
C -2.424 -2.159 -2.930 0.581 -0.058 -0.326
H -2.814 -2.663 -2.043 -0.057 0.100 -0.154
H -2.452 -2.823 -3.790 -0.612 -0.087 -0.107
H -2.968 -1.241 -3.133 -0.293 -0.046 0.036
C 0.077 -3.393 -3.212 -0.194 -0.131 0.331
H 1.114 -3.242 -3.535 -0.182 -0.186 0.151
H -0.534 -3.720 -4.052 0.249 -0.447 -0.121
H 0.031 -4.136 -2.392 0.061 0.387 -0.469
F -2.390 -2.025 3.233 1.311 -0.618 -1.595
```
Positions in Å, forces in eV/Å.

Computed properties:
Gap between HOMO and LUMO (alpha / beta)   6.49 / 5.28 eV
Spin multiplicity   6
⟨S²⟩   8.801
Energy above the lowest of the compared OMol25 structures with the same formula, charge and spin   2.8132 eV
Charge   +1